# 1
This record from the Open Molecules 2025 dataset describes a 5-piece molecular cluster, C4H17NO4 overall at a distorted geometry. The level of theory is the ωB97M-V functional and the def2-TZVPD basis.

Atoms and positions in Å:
C  -0.5923  2.2136  1.2980
C  -0.0370  3.1120  0.1715
C  0.7680  2.2111  -0.7884
N  0.9699  0.9660  -0.0444
C  0.2032  0.9181  1.1797
H  -1.6674  2.1502  1.1822
H  -0.2701  2.7021  2.2125
H  0.6059  3.9021  0.5609
H  -0.7172  3.7085  -0.4336
H  0.1845  1.9786  -1.6880
H  1.7159  2.6352  -1.0830
H  0.9478  0.1310  -0.6025
H  0.7966  0.7109  2.0814
H  -0.3908  0.0005  1.1417
O  -0.3035  -4.2006  -1.8154
H  0.1360  -3.7351  -2.4947
H  0.0857  -3.8997  -1.0032
O  -2.0543  -1.3268  0.4905
H  -2.6045  -0.6933  0.9113
H  -2.6683  -1.9822  0.1760
O  0.6906  -3.4943  2.0879
H  1.2150  -2.7609  1.7369
H  0.4327  -3.1227  2.9433
O  1.1814  -0.9426  -2.6199
H  0.4070  -1.1681  -3.1412
H  0.9650  -0.0136  -2.4594

Properties
Maximum force ... 1.71 eV/Å
HOMO ... -8.25 eV
Energy above the lowest of the compared OMol25 structures with the same formula, charge and spin ... 20.4 kcal/mol

# 2
This record from the Open Molecules 2025 dataset describes a 5-piece molecular cluster, C4H17NO5 overall at a distorted geometry. The level of theory is the ωB97M-V functional and the def2-TZVPD basis.

Atoms and positions in Å:
N  2.8587  0.4295  -0.4597
C  2.4126  1.3713  -1.4897
C  0.9721  2.2007  -1.0500
C  -0.0938  1.0117  -1.2235
C  -1.3575  1.6452  -0.6794
O  -1.3736  1.9080  0.5260
H  2.4937  -0.5340  -0.7396
H  2.5356  0.6924  0.4768
H  2.4138  0.9086  -2.4398
H  3.2780  2.1394  -1.5148
H  1.0668  2.5567  -0.0060
H  0.8578  3.0177  -1.8254
H  0.3054  0.1152  -0.6860
H  -0.1523  0.6871  -2.2836
H  -2.0846  2.1130  -1.2858
O  0.0057  -0.0605  1.8807
H  -0.4793  0.8218  1.7158
H  -0.0217  -0.6525  1.0676
O  -2.7342  -2.9228  0.3178
H  -2.5497  -2.8137  1.2834
H  -3.4417  -2.3407  0.0194
O  -1.5138  -2.1424  2.8665
H  -0.7346  -2.3952  3.4245
H  -1.3198  -1.2794  2.5935
O  -0.3218  -1.7911  -0.1883
H  -1.2052  -2.2052  0.0344
H  0.1832  -2.4807  -0.3347

Properties
Maximum force ... 6.96 eV/Å
HOMO ... -8.92 eV
Energy above the lowest of the compared OMol25 structures with the same formula, charge and spin ... 53.7 kcal/mol

# 3
This record from the Open Molecules 2025 dataset describes a 5-piece molecular cluster, C4H17NO6 overall at a distorted geometry. The level of theory is the ωB97M-V functional and the def2-TZVPD basis.

Atoms and positions in Å:
C  -2.1354  1.3600  1.0938
N  -0.8552  1.1241  0.3908
C  -0.3594  -0.2223  0.5350
C  0.0355  -0.6765  1.9523
O  0.1428  -1.8502  2.2008
C  -1.3189  -1.2568  -0.0760
O  -0.5822  -2.4503  -0.3841
H  -2.1477  1.1141  2.1862
H  -2.3885  2.4176  0.9864
H  -2.9315  0.8295  0.6241
H  -0.1245  1.7835  0.7185
H  0.6728  -0.2638  -0.1198
H  0.2861  0.0926  2.7239
H  -1.7170  -0.9620  -1.0768
H  -2.1036  -1.4862  0.6180
H  -0.1324  -2.7814  0.4777
O  2.9573  0.0667  -0.7190
H  3.4012  0.5463  -1.3813
H  2.3329  -0.5304  -1.2033
O  1.1687  -1.3594  -2.1136
H  0.5509  -0.6527  -2.4487
H  0.5591  -1.9303  -1.5260
O  -0.3852  0.8116  -2.4854
H  -0.9347  1.1652  -3.0997
H  -0.6398  1.0951  -1.5807
O  1.8335  1.3614  1.3449
H  2.2331  0.8687  0.5952
H  2.5822  1.7861  1.7666

Properties
Maximum force ... 4.10 eV/Å
HOMO ... -9.26 eV
Energy above the lowest of the compared OMol25 structures with the same formula, charge and spin ... 22.8 kcal/mol

# 4
This record from the Open Molecules 2025 dataset describes C4H18MgO9Pt2 as an isolated structure at a distorted geometry. The level of theory is the ωB97M-V functional and the def2-TZVPD basis.

Atoms and positions in Å:
Pt  -2.0294  0.2915  2.2249
Pt  -2.7811  -1.7928  -0.4806
Mg  -1.3933  2.5917  -0.5329
O  -0.8690  -1.0857  0.6754
C  0.4170  -0.4495  0.3941
C  0.7573  0.3322  -0.8673
O  0.0437  1.5178  -1.2871
H  1.2730  -1.1051  0.5536
H  0.5644  0.2571  1.2109
H  0.7215  -0.3930  -1.6802
H  1.8325  0.5111  -0.8715
O  -3.0400  2.4698  -1.5693
C  -4.3169  1.8711  -1.2549
C  -4.4678  1.0728  0.0976
O  -3.5097  0.1073  0.4694
H  -4.3753  1.1817  -2.0972
H  -5.0681  2.6302  -1.4729
H  -5.4779  0.7350  0.3293
H  -4.4114  1.8105  0.8980
O  -0.5093  0.7177  3.7288
H  -0.4613  1.5129  4.2594
H  0.2879  0.2350  3.9471
O  4.4449  1.0236  0.8322
H  4.0380  0.8589  1.6828
H  4.4543  0.1690  0.4011
O  4.0097  -1.7922  -0.1805
H  4.6745  -2.1039  -0.7946
H  3.2361  -1.6375  -0.7226
O  0.3708  -0.9486  -4.4075
H  0.6582  -0.3390  -3.7278
H  1.1375  -1.0600  -4.9697
O  2.9012  -3.0667  1.8843
H  3.2739  -2.4447  1.2594
H  3.6141  -3.6783  2.0683

Properties
Maximum force ... 3.20 eV/Å
HOMO (spin up / spin down) ... -15.63 / -15.39 eV
Spin multiplicity ... 5
Total charge ... +2